49
Properties=species:S:1:pos:R:3 method="wB97M-V/def2-TZVPD" lumo_energy_ev=2.1326 homo_lumo_gap_ha=0.260 homo_energy_ev=-4.94 total_charge=-1
Nb 2.723 -0.052 -2.146
S 6.913 -0.182 -4.588
O -5.752 0.942 4.812
O 9.175 -1.545 -4.945
O -6.889 1.775 6.501
N 7.702 -2.847 -3.856
N 8.863 -3.541 -4.071
C -4.039 -0.749 2.522
C 0.976 -1.087 -1.138
C 7.924 -1.652 -4.421
C -5.357 1.315 3.469
C -2.610 -0.209 0.349
C 4.614 0.650 -3.219
C -0.273 -0.110 -0.902
C 9.741 -2.784 -4.699
C 5.165 -0.551 -4.110
C -5.381 0.109 2.484
C -1.155 -0.807 0.230
C -2.903 0.139 1.881
C -6.142 2.010 5.587
C -5.655 3.477 5.409
H -4.187 -1.693 1.944
H -5.377 3.761 4.369
H -0.869 -0.027 -1.848
H 3.816 -1.284 -1.307
H -3.322 -1.003 -0.002
H -5.415 0.533 1.443
H -1.994 0.038 2.523
H -1.171 -1.894 -0.057
H -3.758 -1.017 3.575
H 1.250 -1.454 -0.106
H -6.290 -0.532 2.582
H 5.051 -1.499 -3.522
H 0.577 -1.958 -1.715
H -6.516 4.136 5.691
H 0.060 0.906 -0.583
H -3.150 1.236 1.888
H -4.854 3.701 6.156
H 1.672 1.245 -2.908
H 10.764 -3.027 -5.038
H -0.548 -0.747 1.163
H -4.341 1.790 3.549
H 5.383 0.969 -2.465
H -6.023 2.124 3.057
H 3.009 1.063 -0.703
H 2.449 -1.160 -3.587
H 4.386 1.478 -3.942
H 4.539 -0.679 -5.021
H -2.781 0.693 -0.284

***

52
Properties=species:S:1:pos:R:3 method="wB97M-V/def2-TZVPD" lumo_energy_ev="-5.6171 / -6.4901" homo_lumo_gap_ha="0.272 / 0.317" homo_energy_ev="-13.02 / -15.11" multiplicity=3 total_charge=+2 relative_energy_kcal_mol=37.6
W -0.173 0.020 0.271
S -2.136 1.292 -0.781
S -0.363 -1.564 -1.742
S -1.748 -1.261 1.669
O -0.888 1.904 1.338
O 0.648 2.958 0.115
O 0.872 0.307 1.613
O 1.432 -1.635 0.318
N -1.494 4.022 2.817
N 0.434 -3.157 1.623
C 0.328 -4.349 2.466
C 2.419 -4.982 0.224
C -2.191 -2.538 0.285
C 0.403 -5.647 1.670
C -0.190 2.933 0.989
C 1.812 -6.001 1.192
C 1.480 -2.733 0.928
C -1.908 -0.942 -2.521
C -3.231 -0.195 1.418
C -2.132 0.548 -2.439
C -1.155 -2.921 -0.782
C -3.497 0.344 0.018
C 2.695 -3.603 0.846
C -0.451 4.228 1.749
H -0.305 -2.456 1.544
H -1.627 -3.605 -1.490
H -4.107 -0.761 1.739
H 2.471 -6.126 2.055
H 3.370 -5.371 -0.137
H 0.459 4.558 2.245
H -3.077 0.785 -2.933
H 3.120 -3.710 1.849
H -3.802 -0.446 -0.662
H -3.102 0.612 2.137
H -1.845 -1.201 -3.579
H -2.337 3.650 2.378
H -1.182 3.254 3.418
H -3.088 -2.154 -0.185
H -0.341 -3.477 -0.343
H 3.425 -3.063 0.247
H -0.271 -5.598 0.807
H 1.772 -4.880 -0.654
H 0.032 -6.448 2.312
H 1.111 -4.310 3.225
H 1.772 -6.970 0.693
H -1.701 4.858 3.363
H -0.630 -4.278 2.982
H -2.753 -1.501 -2.129
H -1.360 1.094 -2.983
H -4.353 1.016 0.097
H -0.806 5.001 1.072
H -2.475 -3.449 0.812

***

54
Properties=species:S:1:pos:R:3 method="wB97M-V/def2-TZVPD" lumo_energy_ev="-6.5978 / -6.5544" homo_lumo_gap_ha="0.156 / 0.157" homo_energy_ev="-10.83 / -10.83" multiplicity=4 total_charge=+2 relative_energy_kcal_mol=61.9
V 0.677 -1.971 -0.200
S -1.241 5.286 1.315
S -3.284 6.626 -0.314
S -3.671 4.420 -2.223
S -5.851 6.445 -1.953
S -1.510 2.698 -0.938
O 1.762 -3.017 -1.674
O 2.438 -1.181 0.827
O 1.512 -0.303 -1.394
O 1.327 -3.683 1.026
N -3.509 1.128 0.619
N -0.965 -0.467 0.549
C 2.554 -4.124 -1.049
C 2.333 -3.243 2.035
C -3.575 -0.331 0.351
C -2.267 -1.144 0.272
C 2.530 0.603 -0.889
C 2.583 -2.142 -2.475
C -2.422 4.151 -1.021
C 1.712 -4.709 0.102
C 1.783 -0.866 -2.749
C 3.269 -2.201 1.527
C -2.627 5.099 2.572
C 3.037 0.103 0.461
C -4.358 5.891 -1.547
C -2.231 5.260 -0.147
H 3.805 -1.726 2.349
H -3.396 5.876 2.344
H -3.240 1.411 1.587
H -3.015 4.068 2.482
H 3.287 0.676 -1.663
H 2.647 0.797 1.249
H -4.167 -0.823 1.187
H -0.952 0.479 0.177
H 1.720 -2.852 2.859
H 3.465 -1.899 -1.839
H 3.515 -3.775 -0.620
H 0.756 -5.235 -0.173
H -4.365 1.627 0.341
H 2.880 -4.177 2.280
H 4.113 -0.023 0.596
H -2.183 -1.671 -0.694
H 0.779 -1.094 -3.187
H -2.323 -1.942 1.062
H -2.818 1.758 0.060
H -0.743 -0.404 1.545
H 2.344 -5.477 0.619
H 2.799 -4.821 -1.861
H 2.960 -2.688 -3.377
H 2.362 -0.134 -3.323
H -4.085 -0.578 -0.574
H -2.145 5.279 3.540
H 2.041 1.618 -0.817
H 3.957 -2.597 0.767

***

Calculated total energy / eV: -36472.3226 -60459.1812 -105988.2652